(1)
ORCA calculation (ωB97M-V/def2-TZVPD) on 2 unconnected molecules or ions with the total composition C4H14NO2.

Properties
HOMO = -14.4 eV
DFT total energy = -365.81518 Ha
Largest force on an atom = 0.54 eV/A
Multiplicity = 1
HOMO-LUMO gap = 11.3 eV
Total charge = +1

```
21
Properties=species:S:1:pos:R:3:forces:R:3:mulliken_charge:R:1
C 0.20928 -2.46917 -0.97993 0.16 0.51 0.05 -1.448
C 0.28318 -1.09888 -0.31942 -0.26 0.07 -0.19 0.099
C -0.48987 -1.01201 0.98261 -0.20 0.20 0.09 -0.737
C -0.51773 0.39073 1.60015 -0.09 -0.12 0.06 -0.533
O 0.75992 0.99073 1.43464 0.03 0.02 0.04 -0.515
N -0.29964 -0.09174 -1.30827 0.06 -0.01 0.29 -0.186
H 0.86762 -2.50776 -1.85176 -0.25 -0.09 -0.06 0.416
H -0.82384 -2.71475 -1.23382 0.07 -0.03 -0.17 0.390
H 0.55381 -3.22035 -0.28949 0.15 -0.27 0.29 0.396
H 1.29869 -0.76043 -0.16307 0.24 -0.06 0.02 0.368
H -1.51270 -1.36514 0.82104 -0.07 0.01 0.04 0.329
H -0.04079 -1.70263 1.69425 0.15 -0.08 -0.08 0.388
H -1.28125 1.02354 1.12616 0.10 -0.06 -0.02 0.262
H -0.79251 0.30395 2.65553 0.02 0.05 -0.13 0.443
H 1.05980 1.37558 2.26249 -0.02 -0.01 0.00 0.326
H -0.19570 0.90956 -1.03078 0.26 -0.02 0.16 0.222
H 0.15021 -0.19978 -2.21513 -0.04 -0.01 -0.10 0.403
H -1.29343 -0.27684 -1.41215 -0.17 -0.07 -0.19 0.405
H -0.65155 3.10055 -1.54748 0.12 0.21 0.04 0.321
H 0.38992 3.28656 -0.41880 -0.01 -0.18 -0.01 0.309
O 0.04113 2.64762 -1.05296 -0.25 -0.05 -0.13 -0.658
```
Forces are in eV/Å.

***

(2)
ORCA calculation (ωB97M-V/def2-TZVPD) on a molecular structure, C4H9N2OS in a non-equilibrium geometry.

Properties
HOMO = -3.7 eV
DFT total energy = -740.60551 Ha
Largest force on an atom = 4.56 eV/A
Multiplicity = 1
HOMO-LUMO gap = 5.0 eV
Total charge = -1

```
17
Properties=species:S:1:pos:R:3:forces:R:3:mulliken_charge:R:1
O -1.24420 0.03820 1.04094 2.16 -0.41 -0.70 -0.692
C -0.33927 0.26114 -0.03099 -3.03 3.03 1.56 0.485
N -0.84384 0.84974 -1.20225 0.51 -2.60 0.06 -0.316
C -2.14667 0.36881 -1.62096 -0.81 -0.26 1.14 -0.198
N -3.07363 0.02802 -0.54052 -0.07 0.06 -0.07 -0.935
C 0.85651 1.04836 0.47292 1.48 0.34 0.07 -0.426
C 1.80732 0.15095 1.23518 -0.46 -1.63 1.69 -0.656
S 2.33726 -1.23326 0.20297 -0.87 0.07 -0.52 -0.437
H 0.10112 -0.80307 -0.25036 1.31 -0.52 -0.72 -0.188
H -1.98957 -0.56231 -2.21049 0.59 0.43 -0.16 0.250
H -2.62733 1.07436 -2.31388 0.54 0.26 -0.11 0.268
H -3.32686 -0.95319 -0.63104 -0.03 0.10 -0.11 0.207
H -2.24374 0.03232 0.44879 -0.93 -0.11 -0.54 0.507
H 1.44715 1.28625 -0.40717 -0.19 0.56 -0.37 0.245
H 0.56853 1.97359 1.01588 -0.07 -0.65 -0.30 0.289
H 2.68561 0.60460 1.69833 0.00 0.57 -0.46 0.367
H 1.33346 -0.37296 2.09994 -0.13 0.76 -0.48 0.231
```
Forces are in eV/Å.